ORCA calculation (ωB97M-V/def2-TZVPD) on C4H7N3O2 in the gas phase.

Properties
Gap between HOMO and LUMO ... 9.0 eV
SMILES string ... CC1=NNC[C@@H]1[N+](=O)[O-]
Relative energy (zero: lowest compared OMol25 entry of this formula, charge and spin) ... 130.4 kcal per mole
Multiplicity ... 1
DFT total energy ... -12821.877 eV
Highest occupied orbital energy ... -9.0 eV
Total charge ... 0

XYZ file:
```
16
Properties=species:S:1:pos:R:3:forces:R:3
C -0.647 0.642 -0.035 1.7 -0.4 -0.1
C -0.167 -1.674 -0.249 -0.4 -3.0 0.8
C 0.504 -0.418 -0.593 -2.6 2.7 -1.7
C -0.406 2.100 0.148 0.3 3.0 0.5
N -1.665 0.003 0.370 0.5 0.9 -0.7
N -1.575 -1.325 0.075 -1.0 -0.3 1.0
N 1.734 -0.261 0.085 0.9 -0.2 2.9
O 2.367 0.725 -0.110 1.2 2.0 -1.3
O 2.024 -1.044 0.964 0.4 -0.8 0.3
H -0.141 -2.277 -1.171 -0.2 -0.4 0.7
H 0.335 -2.212 0.670 -0.9 1.1 -2.2
H 0.747 -0.144 -1.677 -0.6 -0.8 1.4
H -0.419 2.799 -0.828 0.0 -1.9 1.9
H 0.650 2.321 0.643 -2.2 -0.6 -1.0
H -1.240 2.547 0.853 1.7 -1.0 -1.4
H -2.102 -1.781 0.854 1.2 -0.2 -1.2
```
Positions in Å, forces in eV/Å.